No. 1
C3H7O3 | ωB97M-V/def2-TZVPD

Results
Kohn-Sham gap, eV: 8.14
Relative energy (zero: lowest compared OMol25 entry of this formula, charge and spin), kJ/mol: 105.7
M, g mol⁻¹: 91.086
E_LUMO, eV: 4.21

Geometry as ORCA input:
```
! RIJCOSX wB97M-V def2-TZVPD def2/J DEFGRID3
* xyz -1 1
O -1.710 -1.015 0.796
C -1.353 -0.363 -0.266
O -2.019 0.119 -1.190
C 0.246 -0.214 -0.673
C 0.606 0.978 -1.534
H 0.686 -0.018 0.259
H 0.601 -1.245 -1.025
H -0.071 1.105 -2.355
H 0.690 1.901 -0.976
H 1.585 0.858 -2.121
H 0.175 -1.495 3.284
H -0.004 -0.011 2.587
O 0.567 -0.600 3.214
*
```

What are the Löwdin partial charges on each atom? They are as follows, in elementary charge units: -0.146 -0.686 -0.084 -0.193 -0.161 0.035 0.113 0.039 0.055 0.072 0.031 0.071 -0.145

***

No. 2
C2H3NO3 | ωB97M-V/def2-TZVPD

Results
SMILES: O=CNOC=O
Kohn-Sham gap, eV: 11.26
Relative energy (zero: lowest compared OMol25 entry of this formula, charge and spin), kJ/mol: 400.6
M, g mol⁻¹: 89.050
E_LUMO, eV: 0.43

Geometry as ORCA input:
```
! RIJCOSX wB97M-V def2-TZVPD def2/J DEFGRID3
* xyz 0 1
C 0.662 0.885 1.196
C -0.980 -1.101 -1.076
H -0.003 1.049 1.963
H 0.942 0.146 -0.496
H -1.927 -1.469 -0.909
N 0.378 0.810 -0.092
O 1.917 1.133 1.322
O -1.016 0.185 -0.533
O 0.027 -1.638 -1.375
*
```

What are the Löwdin partial charges on each atom? They are as follows, in elementary charge units: -0.246 -0.302 0.116 0.082 0.119 0.149 0.003 -0.033 0.112